Below is a cluster of 2 separate species, C4H13N2 in total at a distorted geometry, with properties calculated with ωB97M-V/def2-TZVPD.

Each line ends with the natural charge from an NBO analysis.
Element x y z (Å)
1 C 0.813 2.022 -0.972  -0.56
2 C 0.120 0.628 -1.092  -0.54
3 C -0.583 0.527 0.167  0.38
4 C 0.072 0.083 1.366  -0.40
5 N 1.233 -0.743 1.170  -0.83
6 N -1.244 -2.360 -0.400  -1.05
7 H 1.709 1.948 -0.365  0.25
8 H 1.041 2.398 -1.963  0.27
9 H 0.137 2.751 -0.513  0.23
10 H -0.514 0.565 -1.971  0.27
11 H 0.845 -0.180 -1.158  0.27
12 H -1.494 1.106 0.290  0.23
13 H -0.672 -0.379 2.042  0.28
14 H 0.419 0.973 1.922  0.33
15 H 1.035 -1.571 0.625  0.39
16 H -1.554 -2.261 -1.352  0.38
17 H 1.625 -1.028 2.054  0.40
18 H -1.167 -1.464 0.047  0.31
19 H -1.820 -3.013 0.103  0.39

Values from the calculation:
* DFT total energy: -7330.082 eV
* net charge: +1
* HOMO energy: -14.0 eV


Below is a cluster of 4 separate species, C4H13N2 in total at a distorted geometry, with properties calculated with ωB97M-V/def2-TZVPD.

Each line ends with the natural charge from an NBO analysis.
Element x y z (Å)
1 C 0.217 0.870 -0.499  -0.39
2 N 1.597 0.490 -0.896  -0.25
3 C -0.613 -0.258 0.071  -0.25
4 N 2.396 1.337 1.231  -0.80
5 C -2.510 -1.721 0.580  -0.64
6 C -1.893 -0.393 0.045  -0.06
7 H -0.344 1.255 -1.407  0.35
8 H 0.179 1.765 0.305  0.34
9 H 2.264 1.301 -1.053  0.39
10 H 0.819 -2.492 -3.357  0.03
11 H 0.168 -1.061 0.112  0.22
12 H 3.018 0.617 1.831  0.41
13 H 2.100 0.664 0.407  0.31
14 H 3.088 2.113 0.997  0.40
15 H -1.763 -2.595 0.591  0.24
16 H -3.166 -1.957 -0.209  0.24
17 H -3.089 -1.452 1.477  0.25
18 H 0.059 -2.429 -2.722  -0.03
19 H -2.482 0.497 -0.496  0.23

Values from the calculation:
* DFT total energy: -7323.552 eV
* net charge: +1
* HOMO energy: -14.0 eV


Below is a cluster of 2 separate species, C4H13N2 in total at a distorted geometry, with properties calculated with ωB97M-V/def2-TZVPD.

Each line ends with the natural charge from an NBO analysis.
Element x y z (Å)
1 C -1.992 -0.582 -1.496  -0.43
2 N -0.658 -1.258 -1.262  -0.82
3 H -2.623 -1.213 -2.149  0.22
4 H -1.864 0.335 -2.015  0.22
5 H -2.541 -0.385 -0.527  0.21
6 H -0.823 -2.271 -1.322  0.40
7 H -0.042 -1.143 -2.074  0.40
8 C 1.003 1.793 -0.331  -0.62
9 C 1.513 0.732 0.608  -0.23
10 C -0.004 -0.388 2.108  0.07
11 N 0.438 -0.233 0.905  -0.42
12 H 0.829 1.353 -1.319  0.21
13 H 0.059 2.200 0.022  0.22
14 H 1.728 2.603 -0.430  0.25
15 H 2.345 0.187 0.191  0.23
16 H 1.824 1.173 1.561  0.21
17 H -0.838 -1.080 2.308  0.22
18 H 0.468 0.157 2.934  0.21
19 H -0.098 -0.801 -0.012  0.45

Values from the calculation:
* DFT total energy: -7332.128 eV
* net charge: +1
* HOMO energy: -15.0 eV


Below is a structure of composition C4H13N2 at a distorted geometry, with properties calculated with ωB97M-V/def2-TZVPD.

Each line ends with the natural charge from an NBO analysis.
Element x y z (Å)
1 C -0.883 -2.439 -1.604  0.09
2 N -0.028 -1.497 -1.406  -0.63
3 H -1.420 -2.425 -2.542  0.21
4 H -1.100 -3.150 -0.817  0.21
5 H 0.489 -1.072 -0.277  0.44
6 H -0.056 -0.829 -2.239  0.40
7 C 0.777 1.603 -0.404  -0.63
8 C 0.423 0.980 0.911  -0.03
9 C -1.092 0.990 1.217  -0.63
10 N 0.938 -0.497 0.876  -0.80
11 H 0.633 2.681 -0.364  0.25
12 H 1.882 1.511 -0.593  0.22
13 H 0.195 1.161 -1.191  0.20
14 H 0.973 1.436 1.739  0.21
15 H -1.262 0.563 2.260  0.22
16 H -1.412 2.059 1.274  0.25
17 H -1.663 0.389 0.555  0.21
18 H 1.973 -0.477 0.873  0.41
19 H 0.635 -0.988 1.731  0.41

Values from the calculation:
* DFT total energy: -7332.049 eV
* net charge: +1
* HOMO energy: -15.2 eV


Below is the ion C4H13N2 with charge +1 at a distorted geometry, with properties calculated with ωB97M-V/def2-TZVPD.

Each line ends with the natural charge from an NBO analysis.
Element x y z (Å)
1 C 0.460 -1.494 1.724  -0.42
2 N 0.020 -0.165 1.294  -0.68
3 C 0.889 0.530 0.259  -0.27
4 C 0.057 0.671 -1.024  -0.05
5 C 0.106 -0.661 -1.768  -0.64
6 N -1.321 1.154 -0.536  -0.67
7 H 1.531 -1.734 1.586  0.19
8 H 0.348 -1.547 2.804  0.23
9 H -0.120 -2.236 1.172  0.20
10 H -0.064 0.535 2.019  0.37
11 H 1.785 -0.086 0.258  0.24
12 H 1.271 1.481 0.671  0.21
13 H 0.373 1.461 -1.696  0.23
14 H -0.745 -1.306 -1.503  0.23
15 H 0.971 -1.212 -1.406  0.25
16 H 0.142 -0.541 -2.855  0.25
17 H -1.276 1.425 0.443  0.45
18 H -1.646 1.974 -1.057  0.43
19 H -2.121 0.521 -0.628  0.45

Values from the calculation:
* SMILES string: CNC[C@@H](C)[NH3+]
* DFT total energy: -7331.786 eV
* net charge: +1
* HOMO energy: -13.4 eV


Below is a cluster of 2 separate species, C4H13N2 in total at a distorted geometry, with properties calculated with ωB97M-V/def2-TZVPD.

Each line ends with the natural charge from an NBO analysis.
Element x y z (Å)
1 C -2.417 -0.470 -0.552  -0.54
2 C -0.885 -0.826 -0.544  -0.58
3 C -0.291 -0.342 0.648  0.41
4 C 0.239 0.989 0.790  -0.41
5 N 0.407 1.878 -0.310  -0.86
6 N 2.579 -1.149 0.163  -1.05
7 H -2.622 0.460 -0.023  0.22
8 H -2.806 -0.502 -1.559  0.27
9 H -2.957 -1.196 0.057  0.24
10 H -0.823 -1.892 -0.775  0.30
11 H -0.477 -0.352 -1.440  0.27
12 H -0.541 -0.793 1.612  0.23
13 H 1.157 0.963 1.388  0.31
14 H -0.402 1.547 1.496  0.32
15 H 1.222 1.752 -0.877  0.41
16 H 3.282 -1.047 -0.554  0.39
17 H -0.339 2.506 -0.535  0.41
18 H 1.730 -0.657 -0.043  0.31
19 H 2.349 -2.123 0.291  0.37

Values from the calculation:
* DFT total energy: -7329.668 eV
* net charge: +1
* HOMO energy: -14.0 eV


Below is the ion C4H13N2 with charge +2 at a distorted geometry, with properties calculated with ωB97M-V/def2-TZVPD.

Each line ends with the natural charge from an NBO analysis.
Element x y z (Å)
1 C 0.996 -0.794 0.303  -0.30
2 N 1.283 0.515 -0.259  -0.15
3 C 2.539 1.178 0.079  -0.50
4 C -0.584 -1.087 0.424  -0.24
5 N -1.525 0.141 0.299  -0.50
6 C -2.592 -0.057 -0.755  -0.44
7 H 1.388 -1.604 -0.331  0.32
8 H 1.439 -0.843 1.288  0.27
9 H 1.267 0.543 -1.283  0.43
10 H 3.379 0.854 -0.525  0.32
11 H 2.339 2.261 -0.241  0.30
12 H 2.771 1.379 1.125  0.28
13 H -0.952 -1.860 -0.268  0.26
14 H -0.752 -1.456 1.432  0.26
15 H -0.862 0.809 -0.082  0.42
16 H -1.882 0.369 1.230  0.47
17 H -3.542 -0.376 -0.322  0.28
18 H -2.883 0.987 -1.012  0.26
19 H -2.214 -0.569 -1.626  0.25

Values from the calculation:
* 2S+1: 2
* DFT total energy: -7318.399 eV
* <S²>: 0.754
* net charge: +2
* HOMO energy (alpha / beta): -21.4 / -21.6 eV


Below is a cluster of 2 separate species, C4H13N2 in total at a distorted geometry, with properties calculated with ωB97M-V/def2-TZVPD.

Each line ends with the natural charge from an NBO analysis.
Element x y z (Å)
1 C 0.244 1.099 -2.233  -0.65
2 C -1.108 0.686 -1.689  -0.22
3 N -0.992 -0.657 -0.968  -0.66
4 H 0.166 1.843 -3.022  0.29
5 H 0.895 1.494 -1.452  0.21
6 H 0.746 0.256 -2.717  0.24
7 H -1.531 1.367 -0.954  0.23
8 H -1.819 0.535 -2.499  0.26
9 H -0.494 -1.344 -1.540  0.46
10 H -1.937 -0.998 -0.770  0.46
11 H -0.480 -0.573 -0.066  0.40
12 C 0.753 -1.496 2.518  -0.46
13 C 0.748 0.808 1.802  0.04
14 N 0.379 -0.370 1.631  -0.04
15 H 1.024 -1.071 3.493  0.31
16 H 1.635 -1.982 2.100  0.28
17 H -0.047 -2.226 2.618  0.28
18 H 0.492 1.560 1.052  0.28
19 H 1.322 1.069 2.698  0.31

Values from the calculation:
* 2S+1: 2
* DFT total energy: -7318.390 eV
* <S²>: 0.759
* net charge: +2
* HOMO energy (alpha / beta): -20.8 / -20.8 eV


Below is the ion C4H13N2 with charge +2 at a distorted geometry, with properties calculated with ωB97M-V/def2-TZVPD.

Each line ends with the natural charge from an NBO analysis.
Element x y z (Å)
1 C -0.055 1.424 -0.891  -0.32
2 N 0.517 0.938 -2.125  -0.24
3 C 0.068 0.528 0.368  -0.05
4 N 1.459 -0.099 0.489  -0.68
5 C -0.928 -1.594 1.482  -0.64
6 C -0.928 -0.616 0.240  -0.46
7 H -1.097 1.600 -1.160  0.34
8 H 0.322 2.438 -0.795  0.27
9 H -0.004 0.221 -2.645  0.44
10 H 1.012 1.647 -2.687  0.45
11 H -0.189 1.095 1.253  0.28
12 H 2.082 0.480 1.056  0.47
13 H 1.473 -1.050 0.874  0.48
14 H 1.852 -0.104 -0.448  0.43
15 H -0.244 -1.195 2.237  0.20
16 H -0.842 -2.623 1.143  0.26
17 H -1.877 -1.548 2.003  0.27
18 H -0.651 -1.229 -0.613  0.21
19 H -1.969 -0.313 0.220  0.28

Values from the calculation:
* 2S+1: 2
* DFT total energy: -7318.700 eV
* <S²>: 0.754
* net charge: +2
* HOMO energy (alpha / beta): -19.8 / -19.8 eV


Below is a cluster of 2 separate species, C4H13N2O in total at a distorted geometry, with properties calculated with ωB97M-V/def2-TZVPD.

Each line ends with the natural charge from an NBO analysis.
Element x y z (Å)
1 N -0.965 -1.126 -2.073  -0.89
2 C 0.386 -1.455 -1.583  0.15
3 O 0.974 -0.392 -1.013  -0.94
4 H -0.879 -0.385 -2.738  0.34
5 H -1.412 -1.912 -2.513  0.32
6 H 0.242 -2.335 -0.830  0.05
7 H 0.899 -2.007 -2.402  0.05
8 C -0.599 1.754 0.316  -0.67
9 C -0.086 0.995 1.541  -0.04
10 C -0.846 -0.315 1.653  -0.63
11 N 1.307 0.639 1.441  -0.89
12 H -1.702 1.813 0.286  0.18
13 H -0.227 2.783 0.237  0.17
14 H -0.327 1.145 -0.592  0.28
15 H -0.219 1.598 2.473  0.14
16 H -0.365 -0.790 2.538  0.20
17 H -1.917 -0.042 1.851  0.18
18 H -0.666 -0.931 0.712  0.26
19 H 1.864 1.502 1.433  0.32
20 H 1.396 0.227 0.510  0.43

Values from the calculation:
* DFT total energy: -9386.238 eV
* net charge: -1
* HOMO energy: -3.1 eV